ORCA calculation (ωB97M-V with the def2-TZVPD basis set) on a 10-piece molecular cluster, C37H52Cl36N3 overall.

Cartesian coordinates (Å):
Cl 6.07337 0.24623 6.61183
Cl -0.34558 6.84676 -2.54769
Cl 2.02917 7.66251 -3.98039
Cl 4.08114 -5.04509 -3.30157
Cl 3.77101 -0.91420 5.30353
Cl -6.24749 -6.01391 -0.96223
Cl 4.85232 1.22304 -2.57824
Cl 3.41223 0.95144 7.47389
Cl 5.17253 -4.12551 -8.70282
Cl -4.22589 -3.19559 6.21350
Cl 7.96417 -0.89208 -6.80932
Cl 4.77539 -4.15861 -0.64126
Cl 9.18679 1.34247 -5.45275
Cl -6.41482 -3.42868 -2.22929
Cl -5.78693 -5.48493 5.39527
Cl 2.70972 -5.23494 -7.68919
Cl -9.28356 -3.85689 4.21030
Cl -7.06590 -3.27971 6.73389
Cl 4.05733 -3.14201 -6.23279
Cl -6.91402 -3.68219 0.60084
Cl -4.23849 -4.01147 -0.43026
Cl 0.98355 9.31244 -1.85800
Cl 2.75781 -2.54784 -8.74061
Cl 6.76152 -5.41929 -2.30765
Cl 5.80920 -2.78065 -2.96225
Cl -9.74914 -1.11093 4.95829
Cl -11.79846 -2.59466 3.56961
Cl 4.44752 -1.69162 7.99630
Cl -11.15916 -3.23526 6.30845
Cl -5.28523 -5.01537 8.19576
Cl -0.44619 9.09424 -4.35289
Cl 5.82308 2.93048 -0.46739
Cl 7.19915 0.46617 -0.99894
Cl 9.43689 -1.31886 -4.36228
Cl 6.89270 0.03812 -4.29379
Cl 4.57589 0.40684 0.17665
N 1.32020 -4.49128 3.83711
N 0.84808 -1.52730 4.78310
N 0.85192 -2.44511 2.57034
C 0.55515 8.23066 -3.18580
C 1.11108 0.88964 -7.21276
C 5.62556 1.25337 -0.97575
C 1.97706 3.96287 -1.36108
C 5.35856 -4.35303 -2.30482
C 0.95713 3.15072 -0.51248
C 3.31814 -2.45556 2.71556
C 2.17934 -1.80829 2.58618
C -4.84461 0.03597 0.75325
C 2.57191 0.86111 -6.68961
C 2.67923 3.46706 -3.81052
C -1.83133 -1.99303 5.04570
C 2.06429 2.71529 -5.00769
C 0.06308 -2.00965 1.36238
C -1.40466 3.97700 0.23883
C -1.17077 -2.34153 3.91826
C -2.18696 3.52843 1.47171
C -1.14273 -1.40820 6.05139
C 3.67448 -3.76250 -7.84355
C -2.38861 0.09233 -0.09749
C 1.60075 4.04819 -2.85355
C -5.35408 1.46813 0.99537
C -10.50147 -2.69982 4.76026
C 0.13708 4.05249 0.43832
C -5.60098 -4.24810 6.64131
C 0.97593 -3.95741 2.54133
C -3.86179 -0.13269 -0.41651
C -5.95996 -4.28664 -0.75756
C -4.46490 2.35352 1.91629
C 4.43111 -0.35054 6.84976
C 2.68124 1.31324 -5.22828
C 0.14009 -2.08260 3.87110
C 8.37322 -0.20717 -5.23386
C 0.18461 -1.21693 5.87200
C -3.69725 3.45122 1.11476
C -1.95029 -0.48936 1.23909
C -0.42262 -0.55731 1.41088
H 0.40597 1.19422 -6.44521
H 2.18720 -0.73552 2.45119
H -3.78739 3.21527 0.05717
H 2.13162 0.59193 -4.61884
H 1.66713 -4.25849 1.76584
H -0.72943 -2.71849 1.15782
H -1.59950 -1.10255 6.97697
H -4.16928 0.58652 -1.17599
H 0.99361 2.55567 -4.89998
H -4.15040 4.42316 1.29843
H 1.05356 1.55642 -8.06695
H 3.16488 1.53458 -7.30439
H 3.49996 -3.42297 2.26417
H -2.11769 1.14373 -0.14362
H 1.41212 5.08022 -3.12996
H 0.66676 -5.22066 4.09025
H -1.98685 4.15122 2.34195
H -2.90529 -2.14618 5.14760
H 2.19602 3.24292 -5.95262
H 1.99686 4.98278 -0.97751
H 2.98577 3.57910 -1.22184
H -4.02874 -1.11108 -0.87558
H 3.73574 1.31700 -4.95752
H -3.81931 1.76701 2.56464
H 0.02259 -4.39781 2.26902
H 0.33991 2.58504 -1.21142
H -0.12898 -0.01992 2.31059
H 3.22116 4.32449 -4.20870
H 2.93878 -0.15946 -6.76697
H -1.79972 4.96051 -0.02538
H -1.89522 2.51278 1.74449
H -5.16053 2.88710 2.56303
H -1.74704 -2.78120 3.12095
H 0.73695 -2.10146 0.51234
H -5.72885 -0.54541 0.48474
H -4.49436 -0.37386 1.69966
H 2.23580 -4.92073 3.79220
H 0.42033 5.09523 0.33571
H 4.15195 -2.09871 3.31587
H 0.81389 -0.10308 -7.54745
H -1.59309 3.33478 -0.62040
H -1.80819 -0.39524 -0.88709
H 3.35895 2.81686 -3.25670
H 0.74988 -0.77125 6.68184
H 0.67659 3.50253 -3.05202
H 0.01579 -0.02095 0.57182
H 0.36218 3.74201 1.46020
H -5.60693 1.97449 0.06754
H -2.38592 0.09131 2.04711
H -6.30358 1.35757 1.52220
H 1.50726 2.40848 0.06887
H -2.41083 -1.47755 1.32244

The value obtained for the LUMO energy is -2.45 eV. As for the orbital gap: 9.29 eV. The value obtained for the maximum force is 2.3 eV Å⁻¹. As for the multiplicity: 1. For the energy above the lowest of the compared OMol25 structures with the same formula, charge and spin, the calculation gives 0.000 eV. The charge is +1.

ORCA calculation (ωB97M-V with the def2-TZVPD basis set) on a 8-piece molecular cluster, C37H52F8O25 overall.

Cartesian coordinates (Å):
F 2.91466 4.71342 5.94842
F 5.49118 4.24153 5.20211
F -0.24414 3.06893 3.32641
F 1.36778 0.86801 2.31078
F 2.39090 2.63490 5.98744
F 0.62859 4.13375 1.68174
F 4.89029 3.10561 6.95345
F 2.48403 2.12780 0.94918
O -1.26222 -0.25112 1.06510
O -1.07992 -3.59421 1.56882
O -4.03980 -2.15674 2.07988
O 3.31622 1.87555 -2.58091
O 1.70594 -1.25083 -2.66990
O -4.42134 -3.15164 -2.17804
O -4.07938 -5.21781 -1.63132
O 2.79426 0.44985 -3.68541
O 0.22541 1.42005 0.73069
O 0.02995 1.42983 -3.13406
O -0.15771 -4.72180 -0.07410
O 5.24332 1.45802 -3.48812
O 1.31566 -0.90525 -4.79923
O 2.54995 2.19811 3.36455
O 1.00921 5.36108 -0.52831
O -0.96872 -2.70088 -0.51016
O -0.87490 6.63462 0.03314
O -4.17438 -4.40287 2.72727
O -1.53572 2.93231 -2.62401
O 4.00055 3.03246 -4.45684
O -2.33970 -3.15546 3.01928
O -1.72466 1.08251 -1.64758
O -1.47704 1.50288 2.37979
O -5.88028 -4.73191 -2.86265
O -0.79464 5.30678 -1.74195
C -0.05313 -5.55821 1.00357
C -0.51858 -4.68201 2.17796
C -4.87068 -4.34824 -2.32393
C 2.79617 3.55827 3.86905
C -3.57811 1.55244 -0.05479
C -0.57801 -0.55308 -0.17427
C -0.86440 0.93243 1.47790
C 1.77090 2.11838 2.17795
C 0.19787 4.56442 -2.45129
C -2.86358 3.04954 -1.97920
C 4.20111 2.23809 -3.55631
C -1.03850 1.80126 -2.55059
C -3.11066 -3.16210 -1.64987
C 0.98019 -2.36725 -3.04375
C 6.32051 0.37678 -1.63464
C -0.26567 5.86570 -0.69636
C -3.00832 1.60011 -1.45260
C 1.96313 -0.48517 -3.71208
C 4.69376 3.24780 5.66555
C -1.60486 -5.34412 3.17279
C 0.56074 -2.08011 -4.46389
C -3.01509 -1.23978 1.84800
C -3.05025 -4.51137 -0.96027
C -2.96078 -1.98527 -0.73539
C 1.84500 0.09437 -0.20933
C -0.20828 -2.49743 -1.99680
C 3.13254 3.53740 5.39778
C 5.13696 0.43171 -2.58434
C 1.09513 3.02373 -0.48725
C 3.73395 0.78993 -1.82942
C -0.80494 -3.64205 0.26207
C 1.25300 4.30997 -1.40069
C -3.62165 0.09235 2.12808
C 0.45062 2.93095 2.18680
C 0.38816 0.58977 -0.36833
C -3.54708 -3.34020 2.59488
C -1.93766 -1.81567 2.80229
H -3.00764 3.78822 -1.19071
H -4.55041 2.04494 -0.04081
H -0.75725 -3.41546 -2.20648
H -0.09863 -1.53199 -0.16919
H -1.36519 -0.58168 -0.92768
H 0.77354 -2.93996 -5.09909
H -1.09321 -6.16419 3.67658
H -0.92370 -1.68109 -2.09612
H -0.21598 3.58010 -2.67024
H 5.02554 -0.47984 -3.17152
H -1.87516 -4.56911 3.89000
H 0.01939 1.06409 -1.27780
H 6.21153 1.11762 -0.84257
H 0.73791 3.35325 0.48841
H 0.58516 5.02730 -3.35895
H -2.89174 2.07286 0.61315
H 2.22766 4.42781 -1.87424
H -1.95702 -1.33757 3.78166
H -0.28508 2.44227 1.54802
H 3.20669 -0.15382 -1.96883
H 0.98801 -5.82004 1.19214
H 0.34397 -2.61891 -1.06494
H -4.00043 0.19289 3.14519
H 4.00712 1.10943 -0.82373
H 7.22433 0.85760 -2.00882
H 0.37622 2.32659 -0.91766
H -0.64702 -6.46632 0.89992
H -2.38028 -3.14677 -2.45882
H -3.74410 1.17809 -2.13716
H 2.55741 0.77105 0.26256
H 1.79430 -0.78498 0.43276
H 6.49385 -0.62256 -1.23541
H 2.05200 2.52391 -0.33666
H -2.78930 -1.35287 0.78766
H -2.01736 -4.84825 -1.04834
H -1.04592 -1.77220 2.17699
H -4.51612 0.09426 1.50518
H -3.67687 3.10011 -2.70316
H -2.89287 0.86914 1.89660
H -3.20574 -4.48518 0.11826
H 2.21402 -0.32783 -1.14404
H 5.03962 2.31452 5.22115
H -2.48665 -5.80680 2.72953
H 1.54003 -3.29462 -2.92266
H -2.05774 -1.45546 -1.03857
H 0.34028 -4.32611 2.74698
H -3.77264 0.57881 0.39499
H -3.76978 -1.27625 -0.91120
H -2.85736 -2.37732 0.27639
H 3.43489 4.16504 3.22721
H 1.88646 4.15370 3.94645
H -0.52110 -1.94752 -4.47655

The value obtained for the LUMO energy is -0.40 eV. As for the orbital gap: 9.05 eV. The value obtained for the maximum force is 16.2 eV Å⁻¹. As for the multiplicity: 1. For the energy above the lowest of the compared OMol25 structures with the same formula, charge and spin, the calculation gives 36.416 eV. The charge is 0.

ORCA calculation (ωB97M-V with the def2-TZVPD basis set) on C37H53GeInN8O3PSi3 as an isolated structure.

Cartesian coordinates (Å):
In -1.07190 1.18622 -0.16231
Ge 0.52256 -4.38131 -0.60231
P 1.56386 3.01543 2.13400
Si -0.64278 -5.54911 -2.40770
Si -0.40358 -4.81630 1.55631
Si 3.04996 -4.62250 -0.50581
O 1.09032 -0.69783 3.21228
O 1.98426 0.50730 1.45723
O 2.88032 1.98149 -0.06949
N -1.01967 3.21793 0.52708
N -6.87130 3.47904 0.01659
N -5.55949 1.60466 -0.24105
N -4.33375 -0.25919 -0.54645
N 1.82371 0.60634 -2.92787
N -4.56294 3.72003 0.21102
N -0.40059 1.06844 -2.47314
N -3.19261 1.76997 -0.15558
C 3.48459 -2.98105 0.44098
C 0.82893 4.57007 -0.19032
C 3.33557 -6.12510 0.57422
C -1.66064 5.75700 1.74476
C -2.22036 3.82505 0.37051
C -3.38911 3.08599 0.12224
C 0.09278 4.06163 1.00960
C 2.88722 5.38105 3.04930
C -5.63676 2.93207 -0.00873
C 4.55545 5.10490 4.78590
C -1.53417 -6.32490 1.63185
C -0.51987 5.14397 1.97740
C 0.83211 1.79450 3.23181
C 2.21905 1.78202 0.94241
C -2.26470 5.34506 0.38814
C 0.56670 0.31354 -3.12226
C 1.19846 0.38312 2.66854
C -1.55312 5.99130 -0.82311
C -4.35452 1.08294 -0.36258
C 2.80514 3.99220 2.87985
C -1.16927 -0.65238 -4.52898
C 3.75029 5.91036 3.97935
C -0.23863 6.75073 -0.48566
C 0.90411 6.08191 -0.30584
C 0.06206 -7.31503 -2.54077
C -1.56295 1.24510 -3.14246
C 0.14374 -0.66181 -4.08610
C 3.87812 3.25764 3.45187
C 0.90830 -4.95546 2.94745
C 3.61724 -4.71588 -2.26366
C -2.51497 -5.56418 -1.94281
C -1.08113 4.94011 -1.80044
C -2.04814 0.37008 -4.12937
C -0.32178 -4.50983 -3.88336
C 4.67813 3.75484 4.45476
C 0.02528 4.27247 -1.50344
C -1.36813 -3.15859 1.78479
H 1.08752 -7.38704 -2.15669
H -2.04168 6.55165 2.36456
H -0.34929 7.79468 -0.48097
H 0.84918 -1.36676 -4.44565
H -0.24276 2.02265 3.22150
H -1.95376 -3.18889 2.69107
H -1.62519 -1.38813 -5.18553
H -0.06845 -5.23677 -4.65135
H 3.39439 -3.86815 -2.89980
H -7.70672 2.81375 -0.14304
H 3.76892 -6.01004 1.53247
H 3.90735 -6.77231 -0.10445
H 1.41838 -3.94653 3.18575
H 5.33969 3.21091 5.07771
H -2.36411 -6.29465 0.91335
H -1.75189 4.52711 -2.59218
H 2.77076 -2.84968 1.26187
H -2.86718 -6.63427 -1.97892
H 3.72700 7.02192 4.14514
H -3.37646 5.57783 0.30342
H 5.14180 5.59111 5.57192
H 2.18840 5.96940 2.53651
H 2.41299 -6.69156 0.61855
H 1.27109 1.91196 4.23780
H -0.97360 -7.23340 1.53610
H 4.02185 2.25004 3.01352
H -5.22820 -0.74712 -0.49333
H -2.25053 6.64446 -1.31378
H -2.01849 -2.74540 1.04768
H -2.96671 0.58671 -4.68858
H 1.79025 4.05388 -0.31601
H 3.45666 -2.09608 -0.27138
H -3.47413 -0.77989 -0.76384
H 0.32989 -5.22828 3.82064
H -0.57765 -8.00525 -1.94704
H -2.79537 -5.08504 -0.95636
H 0.58386 3.56853 -2.11410
H -1.26806 -4.00510 -4.15356
H 1.87892 6.65840 -0.13865
H 2.01059 1.20969 -2.08917
H 2.64473 0.18421 -3.41959
H 4.72403 -4.78251 -2.14088
H 3.27853 -5.71061 -2.73338
H -3.20792 -5.06434 -2.61693
H -1.98890 -6.30183 2.62419
H 0.48248 -3.78235 -3.81032
H 1.57848 -5.79818 2.79410
H -6.97325 4.38670 0.41945
H 4.49622 -3.05829 0.90575
H 0.10252 -7.62491 -3.63041
H 0.09973 5.38743 2.83733
H -0.68621 -2.33497 2.01489
H -2.19113 2.09931 -2.77804

The value obtained for the LUMO energy (spin up / spin down) is -6.82 / -6.82 eV. As for the orbital gap (spin up / spin down): 3.64 / 4.20 eV. The value obtained for the maximum force is 4.0 eV Å⁻¹. As for the multiplicity: 2. For the energy above the lowest of the compared OMol25 structures with the same formula, charge and spin, the calculation gives 5.749 eV. The charge is +2.

ORCA calculation (ωB97M-V with the def2-TZVPD basis set) on C37H54LiN5O3PSe2 as an isolated structure.

Cartesian coordinates (Å):
Se -0.53161 -0.58302 2.96745
Se -0.93954 3.68997 0.72871
P -2.89918 0.21868 -1.56480
O -1.49192 0.27298 -1.04399
O -2.74656 3.38026 3.55322
O -0.70527 3.83278 5.43317
N 1.76055 -2.23989 0.57630
N 1.37248 0.44298 -0.55994
N 1.10197 -1.58734 -1.72569
N 1.13098 2.39852 -1.83108
N 0.91911 -2.23628 -0.55276
C -4.88198 0.48664 2.05006
C -5.91805 3.15025 -2.07378
C -0.10016 3.64884 2.53396
C -1.98598 2.18307 3.36791
C 2.85063 -1.61320 1.05665
C 1.45273 -3.59119 0.79802
C -5.74903 1.91140 -2.94818
C -5.38542 -0.96448 2.06648
C -0.47250 2.43468 3.40090
C -4.43014 -3.07128 -3.50273
C 3.51668 -2.24806 2.06435
C -3.75838 0.66840 1.02516
C -3.02823 -1.02904 -2.90574
C -4.02952 -0.21331 -0.20692
C 1.55057 -0.32120 -4.23048
C 1.31421 -0.32315 -1.72224
C 1.54530 0.36378 -5.43199
C 0.31561 1.21077 2.91163
C -0.06224 2.70646 4.85318
C 1.37856 1.74619 -5.44180
C -4.91391 3.12735 -0.92539
C -3.34636 -3.35200 -4.53825
C 3.10632 -3.54357 2.49309
C 1.23400 2.44231 -4.25566
C 2.10149 -4.23087 1.88043
C 0.72429 -3.65562 -0.36666
C -4.45546 -1.58030 -3.16262
C -3.26458 1.82257 -2.38425
C 1.24072 1.74649 -3.05044
C -3.80546 -1.68079 0.23095
C -2.00587 -2.15779 -2.72030
C 1.37825 0.35672 -3.02733
C 1.25938 1.72495 -0.67499
C -4.25089 -1.90980 1.68760
C -1.94669 -3.03732 -3.97177
C -3.47668 3.00730 -1.42721
C -4.32498 1.84458 -3.49226
Li -0.61150 0.05099 0.56916
H -0.39635 4.56563 3.04077
H -3.23533 3.91940 -1.98431
H -3.62397 1.72271 0.78691
H 3.07265 -0.62390 0.69596
H -0.27379 1.79882 5.43609
H -4.14645 2.75200 -4.08081
H -5.06154 -0.06666 -0.54388
H -4.48980 0.75810 3.03181
H -2.82092 0.33890 1.48148
H 1.83295 -5.23450 2.17586
H -5.70886 1.16964 1.83300
H -2.26800 1.49768 4.16747
H -6.46331 1.91748 -3.77553
H -5.00104 4.02863 -0.31601
H -5.96151 1.01687 -2.35327
H -3.54357 -2.72765 -5.41578
H 4.33897 -1.74393 2.54764
H -0.09939 -4.22069 -0.76080
H -4.90659 -1.04470 -4.00110
H -4.23682 -3.65841 -2.60100
H -2.74018 -1.91511 0.15803
H 1.11919 3.51886 -4.25396
H 0.60608 1.40448 1.87728
H -4.20909 1.00999 -4.18109
H -5.75272 4.04173 -2.68896
H 1.67575 -1.39494 -4.19408
H 3.63240 -4.00364 3.31942
H -1.42023 -3.96118 -3.72468
H -4.33872 -2.36090 -0.43854
H 1.01470 2.89691 4.90936
H -5.41118 -3.37726 -3.87236
H -6.21106 -1.08999 1.35635
H 0.95698 3.39229 -1.77418
H -2.27760 1.95024 -2.85348
H 1.19317 2.34893 0.21170
H -1.02060 -1.73912 -2.51378
H -6.93765 3.21256 -1.68657
H -1.60003 3.86344 5.05762
H 1.37139 2.28544 -6.37975
H -2.70261 -0.46973 -3.79276
H -5.78391 -1.21534 3.05103
H -4.55216 -2.95165 1.81369
H -2.26496 -2.76136 -1.84957
H -5.11189 -1.41104 -2.30818
H 1.67598 -0.17358 -6.36133
H -3.39866 -4.38794 -4.87813
H -3.40449 -1.73704 2.35759
H -5.16245 2.28624 -0.27189
H -2.58927 3.89444 2.74081
H 0.98706 3.68136 2.42671
H -2.25620 1.72439 2.41241
H -2.76426 2.97365 -0.59740
H -1.34400 -2.53191 -4.73109
H 1.24508 1.13050 3.47995

The value obtained for the LUMO energy is 2.19 eV. As for the orbital gap: 5.95 eV. The value obtained for the maximum force is 0.9 eV Å⁻¹. As for the multiplicity: 1. The charge is -1.

Q: Which formula does entry 4 have?
A: C37H54LiN5O3PSe2

Q: Number 4 is which compound?
A: C37H54LiN5O3PSe2